# 1
The following is a DFT calculation (ωB97M-V with the def2-TZVPD basis set) of a structure of composition C25H36AsCsN4O in a non-equilibrium geometry.

Structure (ORCA input):
```
! wB97M-V def2-TZVPD RIJCOSX def2/J DEFGRID3
* xyz 0 1
Cs 0.20 0.28 -0.02
C -2.13 -1.11 4.40
C -1.45 -1.07 3.06
N -1.16 0.01 2.43
N -1.51 1.19 3.07
C -1.12 2.24 2.36
O -0.52 2.26 1.26
C -1.47 3.57 2.99
C -2.16 3.66 4.20
C -2.47 4.89 4.74
C -2.10 6.06 4.09
C -1.41 5.98 2.89
C -1.10 4.74 2.34
C -1.09 -2.38 2.44
C -1.42 -3.57 3.12
C -1.09 -4.79 2.56
C -0.44 -4.82 1.34
C -0.15 -3.61 0.73
N -0.46 -2.42 1.25
H -2.32 -0.10 4.74
H -1.51 -1.63 5.14
H -3.08 -1.64 4.34
H -2.44 2.74 4.70
H -3.01 4.94 5.68
H -2.34 7.02 4.52
H -1.11 6.88 2.37
H -0.57 4.66 1.40
H -1.93 -3.53 4.06
H -1.34 -5.71 3.08
H -0.16 -5.75 0.87
H 0.36 -3.59 -0.23
C 6.67 -0.02 0.93
C 5.34 0.69 1.07
As 3.84 0.02 -0.03
C 4.69 -0.04 -1.81
C 3.67 -0.49 -2.85
C 3.85 -1.91 0.38
C 3.40 -2.18 1.81
H 7.43 0.43 1.57
H 7.04 0.02 -0.09
H 6.60 -1.07 1.22
H 5.43 1.75 0.80
H 4.97 0.67 2.10
H 5.56 -0.70 -1.80
H 5.04 0.97 -2.02
H 3.29 -1.49 -2.63
H 4.10 -0.52 -3.85
H 2.80 0.18 -2.88
H 4.84 -2.33 0.18
H 3.16 -2.38 -0.33
H 4.08 -1.73 2.53
H 3.36 -3.25 2.03
H 2.41 -1.77 2.00
C 0.92 -0.54 -6.42
C -0.41 0.04 -5.92
C -1.59 -0.82 -6.40
C -0.58 1.49 -6.39
C -0.38 0.03 -4.45
N -0.33 0.02 -3.30
H 0.93 -0.53 -7.51
H 1.05 -1.57 -6.08
H 1.76 0.05 -6.06
H -1.61 -0.81 -7.49
H -2.53 -0.42 -6.03
H -1.48 -1.85 -6.06
H -0.58 1.51 -7.48
H 0.24 2.12 -6.04
H -1.51 1.92 -6.03
*
```

Summary:
Energy: -95903.38034 eV
Energy relative to the best compared isomer or geometry (same formula, charge and spin): 0.439 eV
Molecular weight: 616.42 g mol⁻¹
HOMO energy: -6.974 eV
Orbital gap: 7.07 eV
LUMO: 0.1 eV


# 2
The following is a DFT calculation (ωB97M-V with the def2-TZVPD basis set) of a cluster of 2 separate species, C4H5N3O3 in total in a non-equilibrium geometry.

Structure (ORCA input):
```
! wB97M-V def2-TZVPD RIJCOSX def2/J DEFGRID3
* xyz 0 1
O -1.11 1.91 -2.69
C -1.15 0.84 -2.17
C -1.47 0.37 -0.75
O -2.46 -0.24 -0.54
N -0.44 0.60 0.11
C -0.14 0.21 1.41
C 1.13 0.73 1.64
N 1.59 1.43 0.61
N 0.74 1.37 -0.34
H -0.87 -0.01 -2.82
H -0.80 -0.38 2.16
H 1.68 0.54 2.48
O 0.87 -2.10 0.33
H 1.48 -2.46 1.00
H 0.95 -2.81 -0.42
*
```

Summary:
Energy: -14838.86370 eV
SMILES: O=CC(=O)n1ccnn1.O
Energy relative to the best compared isomer or geometry (same formula, charge and spin): 3.927 eV
Molecular weight: 143.10 g mol⁻¹
HOMO energy: -9.991 eV
Orbital gap: 9.69 eV
LUMO: -0.3 eV


# 3
The following is a DFT calculation (ωB97M-V with the def2-TZVPD basis set) of a structure of composition C5H11NO in a non-equilibrium geometry.

Structure (ORCA input):
```
! wB97M-V def2-TZVPD RIJCOSX def2/J DEFGRID3
* xyz 0 1
C -1.87 0.82 -0.52
C -1.31 -0.85 0.23
N 0.10 -0.76 0.46
C 0.33 0.25 1.47
C 0.86 -0.77 -0.70
O 0.48 -1.36 -1.70
C 2.16 0.00 -0.67
H -2.96 0.94 -0.51
H -1.55 0.68 -1.56
H -1.53 1.90 -0.34
H -1.45 -1.66 -0.50
H -1.75 -1.19 1.19
H -0.03 -0.12 2.44
H 1.39 0.46 1.59
H -0.30 1.09 1.13
H 2.62 -0.11 -1.66
H 2.83 -0.38 0.10
H 1.98 1.06 -0.46
*
```

Summary:
Energy: -8899.35577 eV
Energy relative to the best compared isomer or geometry (same formula, charge and spin): 2.342 eV
Molecular weight: 101.15 g mol⁻¹
HOMO energy: -9.211 eV
Orbital gap: 10.18 eV
LUMO: 1.0 eV


# 4
The following is a DFT calculation (ωB97M-V with the def2-TZVPD basis set) of a cluster of 2 separate species, C5H8O2 in total in a non-equilibrium geometry.

Structure (ORCA input):
```
! wB97M-V def2-TZVPD RIJCOSX def2/J DEFGRID3
* xyz 0 1
O 1.31 1.24 -0.32
C 0.53 0.07 -0.24
C 0.35 -0.37 1.18
C -0.94 0.19 1.68
O -1.40 1.29 1.37
C 0.66 -0.86 -1.38
C -0.67 -0.10 -1.17
H 0.79 1.98 -0.67
H 0.30 -1.46 1.27
H 1.15 -0.02 1.84
H -1.48 -0.47 2.38
H 0.65 -1.94 -1.17
H 1.35 -0.55 -2.15
H -1.26 1.15 -0.71
H -1.53 -0.70 -0.89
*
```

Summary:
Energy: -9405.28861 eV
Energy relative to the best compared isomer or geometry (same formula, charge and spin): 4.544 eV
Molecular weight: 100.12 g mol⁻¹
HOMO energy: -9.015 eV
Orbital gap: 9.75 eV
LUMO: 0.7 eV


# 5
The following is a DFT calculation (ωB97M-V with the def2-TZVPD basis set) of a structure of composition C30H52Cl2N3PW in a non-equilibrium geometry.

Structure (ORCA input):
```
! wB97M-V def2-TZVPD RIJCOSX def2/J DEFGRID3
* xyz 0 3
P 0.11 -1.03 -4.38
C 1.70 -0.38 -5.22
C 1.98 -0.75 -6.68
C 3.41 -0.31 -7.07
C 3.66 1.18 -6.79
C 3.29 1.57 -5.36
C 1.87 1.13 -4.98
C -1.31 -0.13 -5.24
C -1.26 0.05 -6.75
C -2.59 0.63 -7.26
C -2.96 1.94 -6.56
C -2.91 1.82 -5.03
C -1.59 1.22 -4.54
C -0.03 -2.71 -5.19
C 1.17 -3.58 -4.76
C 1.08 -5.01 -5.32
C -0.25 -5.68 -4.97
C -1.45 -4.82 -5.37
C -1.36 -3.39 -4.82
H 2.46 -0.90 -4.60
H 1.26 -0.25 -7.34
H 1.88 -1.83 -6.85
H 3.59 -0.53 -8.12
H 4.12 -0.90 -6.48
H 4.71 1.42 -6.99
H 3.06 1.78 -7.49
H 4.00 1.10 -4.66
H 3.38 2.66 -5.22
H 1.67 1.37 -3.93
H 1.15 1.68 -5.59
H -2.17 -0.79 -5.02
H -3.38 -0.11 -7.09
H -1.05 -0.90 -7.26
H -0.44 0.74 -7.02
H -2.53 0.79 -8.35
H -3.95 2.26 -6.88
H -2.25 2.73 -6.87
H -3.07 2.80 -4.57
H -3.74 1.17 -4.70
H -1.62 1.07 -3.45
H -0.77 1.92 -4.75
H 0.00 -2.57 -6.29
H 2.12 -3.13 -5.08
H 1.20 -3.62 -3.66
H 1.19 -4.97 -6.41
H 1.92 -5.60 -4.93
H -0.29 -5.86 -3.89
H -0.32 -6.66 -5.46
H -2.38 -5.28 -5.03
H -1.50 -4.76 -6.47
H -2.21 -2.80 -5.20
H -1.45 -3.41 -3.72
W -0.03 -0.25 0.15
Cl -1.90 -0.82 -1.03
Cl 1.78 -0.04 -1.18
C -0.45 1.55 0.91
H -0.71 1.59 1.98
C -0.50 2.88 0.34
C -1.18 3.92 1.04
C -1.30 5.19 0.47
C -0.73 5.46 -0.79
C -0.02 4.46 -1.46
C 0.11 3.19 -0.91
H -1.61 3.70 2.01
H -1.84 5.97 1.00
H 0.44 4.68 -2.43
H 0.69 2.42 -1.42
H -0.84 6.45 -1.23
C 2.83 0.13 4.01
N 1.58 -0.63 4.14
C 0.91 -0.50 5.45
C 0.88 -0.95 3.03
N 1.14 -0.37 1.85
N -0.16 -1.81 3.05
C -0.27 -2.92 3.99
C -0.88 -1.85 1.79
H 3.38 0.03 4.95
H 2.64 1.20 3.84
H 3.44 -0.29 3.21
H -0.17 -0.63 5.35
H 1.31 -1.24 6.15
H 1.11 0.50 5.85
H 1.96 0.23 1.89
H -1.19 -2.84 4.58
H -0.30 -3.87 3.45
H 0.58 -2.94 4.67
H -1.35 -0.84 1.59
H -0.21 -2.20 0.95
H -1.71 -2.55 1.85
*
```

Summary:
Energy: -72583.46760 eV
Molecular weight: 740.49 g mol⁻¹
HOMO energy (spin up / spin down): -6.155 / -6.459 eV
Orbital gap (spin up / spin down): 6.20 / 6.48 eV
LUMO (spin up / spin down): 0.0 / 0.0 eV


# 6
The following is a DFT calculation (ωB97M-V with the def2-TZVPD basis set) of a cluster of 4 separate species, C3H15N2O3 in total in a non-equilibrium geometry.

Structure (ORCA input):
```
! wB97M-V def2-TZVPD RIJCOSX def2/J DEFGRID3
* xyz 1 1
C -0.16 -1.78 -0.05
C -0.40 -0.32 0.04
C 0.10 0.66 -0.76
N 1.14 0.46 -1.58
N -1.54 0.10 0.91
H 0.30 -2.19 -0.95
H -1.09 -2.35 0.06
H 0.42 -2.13 0.82
H -0.29 1.67 -0.72
H 1.45 -0.45 -1.83
H 1.39 1.10 -2.30
H -1.27 0.83 1.59
H -1.85 -0.72 1.40
H -2.36 0.36 0.36
H 3.10 -0.01 1.91
H 3.06 1.52 1.75
O 2.68 0.80 2.21
H -1.67 -0.78 -4.34
H -2.45 0.52 -3.77
O -1.61 0.17 -4.11
H 0.20 1.04 3.88
H 0.84 0.78 2.46
O 0.02 0.73 2.99
*
```

Summary:
Energy: -12470.61166 eV
Energy relative to the best compared isomer or geometry (same formula, charge and spin): 1.224 eV
Molecular weight: 127.16 g mol⁻¹
HOMO energy: -12.171 eV
Orbital gap: 9.24 eV
LUMO: -2.9 eV


# 7
The following is a DFT calculation (ωB97M-V with the def2-TZVPD basis set) of a structure of composition C3H5KMgO4 in a non-equilibrium geometry.

Structure (ORCA input):
```
! wB97M-V def2-TZVPD RIJCOSX def2/J DEFGRID3
* xyz 1 2
Mg 0.32 -1.18 -3.93
O 1.60 -2.39 -2.99
C 1.75 -2.96 -1.85
H 1.08 -3.79 -1.58
H 2.80 -3.13 -1.55
C 0.59 -1.71 -0.44
O 1.47 -0.57 -0.66
C 1.01 0.55 -1.17
O 0.52 0.60 -2.28
O 1.19 1.45 -0.21
K 2.41 -1.13 2.36
H -0.31 -1.60 0.20
H -0.13 -1.81 -1.26
H 1.94 2.02 -0.40
*
```

Summary:
Energy: -33142.72493 eV
Energy relative to the best compared isomer or geometry (same formula, charge and spin): 3.697 eV
Molecular weight: 168.47 g mol⁻¹
HOMO energy (spin up / spin down): -9.137 / -11.459 eV
Orbital gap (spin up / spin down): 5.18 / 7.50 eV
LUMO (spin up / spin down): -4.0 / -4.0 eV


# 8
The following is a DFT calculation (ωB97M-V with the def2-TZVPD basis set) of a structure of composition C22H28AsN3OPPtS in a non-equilibrium geometry.

Structure (ORCA input):
```
! wB97M-V def2-TZVPD RIJCOSX def2/J DEFGRID3
* xyz 1 1
Pt 0.72 -0.23 -0.43
N 9.73 -3.28 1.45
C 8.61 -3.02 1.38
C 7.21 -2.71 1.28
C 6.31 -3.68 0.84
C 4.96 -3.37 0.71
C 4.49 -2.10 1.03
C 5.41 -1.14 1.47
C 6.75 -1.43 1.59
C 3.07 -1.68 0.74
C 2.00 -2.68 0.56
C 1.85 -4.01 0.92
C 0.58 -4.41 0.46
C 0.01 -3.30 -0.15
N 0.86 -2.25 -0.09
C 3.14 1.02 -0.40
C 4.04 2.07 -0.47
C 3.28 3.23 -0.23
C 1.95 2.82 -0.05
N 1.89 1.47 -0.16
H 6.67 -4.67 0.58
H 4.28 -4.12 0.32
H 5.06 -0.14 1.68
H 7.45 -0.68 1.92
H 2.55 -4.63 1.46
H 0.13 -5.39 0.56
H -0.96 -3.21 -0.62
H 5.11 2.00 -0.66
H 3.63 4.24 -0.20
H 1.08 3.41 0.17
C 2.65 1.25 2.95
As 2.43 -0.59 2.37
C 0.60 -0.98 2.80
C 3.32 -1.58 3.78
S 3.16 -0.66 -0.85
H 2.77 1.20 4.03
H 1.75 1.79 2.69
H 3.51 1.74 2.50
H 0.45 -0.64 3.83
H 0.43 -2.05 2.73
H -0.09 -0.45 2.15
H 2.69 -1.55 4.67
H 4.28 -1.14 4.01
H 3.46 -2.61 3.48
C -2.98 0.95 -2.39
P -1.53 1.72 -1.65
C -1.95 3.41 -1.25
C -0.25 1.73 -2.91
O -1.10 0.97 -0.39
H -3.38 1.58 -3.19
H -3.73 0.80 -1.62
H -2.69 -0.02 -2.80
H -2.31 3.94 -2.14
H -1.06 3.91 -0.86
H -2.72 3.41 -0.48
H -0.64 2.04 -3.88
H 0.16 0.72 -2.98
H 0.55 2.41 -2.60
*
```

Summary:
Energy: -113988.80118 eV
Energy relative to the best compared isomer or geometry (same formula, charge and spin): 2.466 eV
Molecular weight: 683.53 g mol⁻¹
HOMO energy: -10.730 eV
Orbital gap: 6.87 eV
LUMO: -3.9 eV